[1]
C5H7NO | ωB97M-V/def2-TZVPD

CARTESIAN COORDINATES (ANGSTROEM)
1 H -1.35282 0.82487 2.83933
2 N -0.49202 0.74375 2.30839
3 C -0.59119 0.49174 1.07264
4 O -1.69766 0.28200 0.28433
5 C -1.30730 -0.12331 -1.07840
6 C 0.20397 -0.02224 -1.14315
7 C 0.71742 1.35949 -0.90953
8 C 0.61986 0.39003 0.23280
9 H -1.83734 0.57912 -1.72488
10 H -1.62846 -1.14007 -1.35754
11 H 0.79178 -0.76578 -1.67418
12 H -0.01844 2.15873 -0.97541
13 H 1.71721 1.61807 -1.23564
14 H 1.50446 0.01304 0.72247

Results
SMILES string = [H]/N=C1\OC[C@H]2C[C@@H]12
Net charge = 0
2S+1 = 1
Orbital gap = 10.75 eV

Need the Mulliken charges? In units of e they are: 0.2645, -0.6596, 0.3128, -0.4095, -0.4994, -0.1123, -0.6834, -0.0055, 0.2913, 0.2823, 0.3600, 0.2106, 0.2625, 0.3856

***

[2]
C5H7NO | ωB97M-V/def2-TZVPD

CARTESIAN COORDINATES (ANGSTROEM)
1 C -0.27596 0.31600 -0.17899
2 C 0.61308 1.02795 0.43959
3 C 1.94603 1.22601 0.99714
4 N 0.91315 2.29179 0.96288
5 C -1.11552 -0.46781 -0.77391
6 C -1.76536 -1.13745 -1.87229
7 O -2.10579 -1.35392 -0.46725
8 H 2.78725 1.26056 0.30348
9 H 2.19086 0.88146 2.00026
10 H 1.06746 3.01136 0.26089
11 H -1.27935 -1.98116 -2.36444
12 H -2.54334 -0.63584 -2.45011
13 H -0.54726 -2.20978 1.40242
14 H 0.11475 -2.22916 1.74034

Results
SMILES string = C(=C1CN1)=C1CO1.[H][H]
Net charge = 0
2S+1 = 1
Orbital gap = 9.72 eV

Need the Mulliken charges? In units of e they are: 0.6474, -0.1744, -0.3474, -0.5081, -0.0108, -0.3055, -0.3942, 0.2186, 0.2109, 0.2550, 0.2026, 0.2155, -0.1497, 0.1401

***

[3]
C5H7NO | ωB97M-V/def2-TZVPD

CARTESIAN COORDINATES (ANGSTROEM)
1 C -0.95512 -1.06283 -1.09285
2 C -0.11964 -0.70797 0.07109
3 C -0.37340 0.33795 1.11221
4 O 0.79324 1.22864 1.26240
5 C 2.14492 0.87508 0.61950
6 C 1.42357 -0.31766 -0.00910
7 N 1.16403 -1.41338 0.53945
8 H -0.70324 -0.66286 -2.09217
9 H -2.03597 -0.75245 -0.97998
10 H -1.05177 -2.18157 -1.29928
11 H -1.06685 1.14483 0.72414
12 H -0.66807 -0.05735 2.01810
13 H 2.94355 0.51836 1.38518
14 H 2.62188 1.64230 -0.04602

Results
SMILES string = C[C@]12COCC1=N2
Net charge = 0
2S+1 = 1
Orbital gap = 9.35 eV

Need the Mulliken charges? In units of e they are: -1.2255, 0.8014, -0.5532, -0.4049, -0.3961, 0.4291, -0.6013, 0.2744, 0.3137, 0.3096, 0.2823, 0.2917, 0.2303, 0.2485

***

[4]
C5H7NO | ωB97M-V/def2-TZVPD

CARTESIAN COORDINATES (ANGSTROEM)
1 N -0.32939 -2.58232 0.46975
2 C -0.30510 -1.41175 0.02433
3 O -1.32333 -0.50685 -0.20826
4 C -0.39820 0.45419 -0.79008
5 C -0.12678 1.64411 0.10793
6 C 0.96408 1.06962 1.01749
7 C 0.77014 -0.50421 -0.48586
8 H -1.28125 -2.87726 0.68862
9 H -0.67701 0.65941 -1.82811
10 H -1.02887 1.94934 0.64849
11 H 0.24718 2.49291 -0.47778
12 H 0.48412 0.45288 1.79765
13 H 1.54049 0.03157 0.28027
14 H 1.46391 -0.87164 -1.24443

Results
Net charge = 0
2S+1 = 1
Orbital gap = 8.58 eV

Need the Mulliken charges? In units of e they are: -0.6581, 0.3274, -0.4231, -0.0332, -0.5466, -0.7016, -0.1173, 0.2742, 0.3801, 0.3261, 0.3177, 0.1998, 0.2200, 0.4346

***

[5]
C5H7NO | ωB97M-V/def2-TZVPD

CARTESIAN COORDINATES (ANGSTROEM)
1 C 1.74877 -0.61158 0.40248
2 N 0.68156 -1.30305 0.47009
3 C -0.43077 -0.97983 -0.34954
4 C -1.58539 -0.28403 0.25361
5 C -0.63254 0.46400 -0.64865
6 C 0.47124 1.26008 -0.06475
7 O 1.74218 0.67519 0.19417
8 H 2.71238 -1.01162 0.69904
9 H -0.62381 -1.74430 -1.09482
10 H -1.57939 -0.09871 1.32603
11 H -2.56474 -0.53162 -0.13280
12 H -0.98566 0.78247 -1.61494
13 H 0.20073 0.97890 1.19784
14 H 0.78071 2.20787 -0.52950

Results
SMILES string = C1=N[C@H]2C[C@H]2CO1
Net charge = 0
2S+1 = 1
Orbital gap = 10.06 eV

Need the Mulliken charges? In units of e they are: 0.1828, -0.6649, 0.1259, -0.7617, -0.1699, -0.5286, -0.3553, 0.3981, 0.3434, 0.2532, 0.2590, 0.3658, 0.2129, 0.3394

***

[6]
C5H7NO | ωB97M-V/def2-TZVPD

CARTESIAN COORDINATES (ANGSTROEM)
1 O 2.56766 -1.19456 -0.24798
2 C 2.25265 -0.08621 0.39457
3 C 1.03922 0.07954 0.98354
4 C 0.31170 0.74862 0.07608
5 C -1.14368 0.85458 -0.09358
6 C -1.79488 -0.42217 -0.48860
7 N -2.08115 0.20676 0.79577
8 H 1.80964 -1.79137 -0.11606
9 H 3.00937 0.68340 0.26650
10 H 0.81461 1.12462 -0.82486
11 H -1.46975 1.78251 -0.56151
12 H -1.15596 -1.30550 -0.50265
13 H -2.59621 -0.42175 -1.22068
14 H -1.56323 -0.25846 1.53945

Results
SMILES string = OC=C=C[C@H]1CN1
Net charge = 0
2S+1 = 1
Orbital gap = 9.22 eV

Need the Mulliken charges? In units of e they are: -0.4319, 0.1521, -0.9449, 0.0849, -0.0445, -0.3975, -0.6307, 0.3952, 0.4193, 0.2563, 0.3704, 0.1759, 0.2583, 0.3372

***

[7]
C5H7NO | ωB97M-V/def2-TZVPD

CARTESIAN COORDINATES (ANGSTROEM)
1 C 1.00750 -1.48440 -0.51223
2 N 0.26238 -0.27889 -0.21612
3 C 0.21752 0.84640 -1.02017
4 C -0.44008 1.79540 -0.30836
5 C -1.02915 1.25020 0.91282
6 C -0.45705 -0.05148 0.90182
7 O -0.35674 -1.04122 1.82201
8 H 0.31843 -2.32953 -0.56479
9 H 1.74895 -1.68665 0.26469
10 H 1.51521 -1.34959 -1.46950
11 H 0.56105 0.80831 -2.04103
12 H -0.52577 2.84762 -0.50958
13 H -1.91082 1.50417 0.15841
14 H -0.91142 -0.83034 2.58204

Results
SMILES string = Cn1cccc1O
Net charge = 0
2S+1 = 1
Orbital gap = 8.48 eV

Need the Mulliken charges? In units of e they are: -0.8320, 0.1895, -0.3355, -0.6181, -0.7097, 0.5639, -0.4815, 0.2979, 0.3053, 0.2907, 0.3450, 0.4683, 0.1654, 0.3507

***

[8]
C5H7NO | ωB97M-V/def2-TZVPD

CARTESIAN COORDINATES (ANGSTROEM)
1 C -1.67652 0.09593 0.34817
2 C -0.45305 0.32451 -0.56727
3 C 0.60833 1.19519 0.06377
4 C 1.61937 0.40761 0.44261
5 N 1.40125 -0.92760 0.05535
6 C 0.25048 -1.03178 -0.69705
7 O -0.14316 -2.02041 -1.27953
8 H -2.47395 0.82066 0.15069
9 H -1.36524 0.17752 1.39364
10 H -2.05619 -0.92054 0.19965
11 H -0.78063 0.67026 -1.55183
12 H 0.53681 2.26555 0.22994
13 H 2.51938 0.65581 0.99144
14 H 2.01311 -1.71270 0.22043

Results
SMILES string = C[C@H]1C=CNC1=O
Net charge = 0
2S+1 = 1
Orbital gap = 9.65 eV

Need the Mulliken charges? In units of e they are: -1.2826, 0.5856, -0.6562, -0.3869, -0.0580, 0.0494, -0.6161, 0.3285, 0.3574, 0.3174, 0.3700, 0.3704, 0.4052, 0.2157

***

Q: Number 8 is which compound?
A: C5H7NO

***

Q: What is the orbital gap in the fourth record?
A: 8.58 eV

***

Q: Number 3 is which compound?
A: C5H7NO